[1]
Computed, not measured: a molecular structure, C36H52CuN3O9S2Sb2Si, with ωB97M-V/def2-TZVPD.

Positions of all 106 atoms, in Å:
Cu 1.80 0.21 -1.12
C -2.55 1.66 0.08
Sb -1.47 1.29 -1.76
C -1.56 3.36 -2.35
C -3.31 0.80 -2.87
C -3.68 -0.63 -2.67
C -4.59 -0.97 -1.66
C -4.95 -2.28 -1.39
C -4.42 -3.30 -2.17
C -3.51 -2.99 -3.18
C -3.09 -1.67 -3.44
C -2.01 -1.43 -4.44
Sb 0.13 -1.49 -3.62
C -0.01 -3.60 -3.26
C 0.75 -1.58 -5.69
H -3.40 2.31 -0.12
H -1.87 2.14 0.78
H -2.90 0.72 0.50
H -2.60 3.68 -2.45
H -1.03 3.51 -3.29
H -1.06 3.94 -1.57
H -3.10 1.03 -3.92
H -4.09 1.48 -2.51
H -5.02 -0.17 -1.06
H -5.65 -2.51 -0.59
H -4.69 -4.33 -1.99
H -3.10 -3.78 -3.79
H -2.09 -0.45 -4.92
H -2.00 -2.20 -5.22
H 0.09 -4.15 -4.20
H -0.97 -3.83 -2.79
H 0.80 -3.87 -2.58
H 0.19 -2.35 -6.22
H 1.82 -1.80 -5.72
H 0.56 -0.61 -6.16
O 3.01 -2.90 -1.13
S 3.58 -1.96 -2.30
O 4.94 -2.37 -2.51
O 3.46 -0.56 -1.80
O 2.68 -2.20 -3.44
C 1.69 0.61 2.56
C 2.67 1.71 2.10
C 3.11 2.57 3.30
C 3.93 1.02 1.54
Si 1.85 2.75 0.72
O 1.08 1.85 -0.35
C 0.66 4.03 1.48
C 0.40 5.23 0.78
C -0.51 6.16 1.25
C -1.20 5.94 2.43
C -0.97 4.76 3.14
C -0.06 3.83 2.66
C 3.24 3.79 -0.06
C 3.72 4.98 0.50
C 4.81 5.65 -0.05
C 5.44 5.14 -1.18
C 4.98 3.97 -1.76
C 3.89 3.30 -1.20
H 2.19 -0.10 3.22
H 1.31 0.05 1.70
H 0.83 1.02 3.09
H 3.58 1.93 4.06
H 2.27 3.08 3.78
H 3.84 3.33 3.00
H 4.36 0.36 2.30
H 4.69 1.74 1.25
H 3.71 0.40 0.66
H 0.94 5.42 -0.14
H -0.69 7.07 0.68
H -1.91 6.66 2.80
H -1.51 4.58 4.06
H 0.08 2.91 3.23
H 3.24 5.39 1.38
H 5.17 6.57 0.41
H 6.29 5.66 -1.61
H 5.46 3.57 -2.64
H 3.53 2.38 -1.65
C -4.91 -3.47 4.12
C -3.54 -3.05 3.61
S -2.58 -4.50 3.24
O -3.14 -5.09 2.04
O -2.49 -5.30 4.44
C -0.99 -3.79 2.87
C -0.27 -4.40 1.65
N 0.56 -3.39 1.02
C 0.13 -2.41 0.20
N 1.07 -1.71 -0.35
C 2.36 -2.30 0.07
C 1.98 -3.30 1.08
N 2.62 -3.42 2.25
O 2.00 -3.93 3.25
O 3.84 -3.10 2.33
C -1.32 -2.17 -0.04
H -5.49 -2.59 4.39
H -4.81 -4.11 5.00
H -5.45 -4.03 3.36
H -2.97 -2.49 4.35
H -3.59 -2.49 2.68
H -0.37 -3.88 3.76
H -1.19 -2.73 2.68
H -0.99 -4.80 0.94
H 0.37 -5.19 1.99
H 3.05 -1.57 0.47
H -1.92 -3.07 0.09
H -1.48 -1.80 -1.06
H -1.69 -1.40 0.64

As for the multiplicity: 1. The molar mass is 1070.11 g/mol. As for the charge: -2. As for the gap between HOMO and LUMO: 0.2224 Eh. As for the energy relative to the best compared isomer or geometry (same formula, charge and spin): 19.14 kcal per mole. Its total energy is -148338.2718 eV.

=====

[2]
Computed, not measured: a single C3H7NO2 molecule, with ωB97M-V/def2-TZVPD.

Positions of all 13 atoms, in Å:
O 0.68 -2.37 -0.42
C -0.41 -1.93 -0.74
N -0.73 -0.62 -0.81
C 0.21 0.43 -0.45
C 0.04 0.92 0.98
O 0.82 2.07 1.22
H -1.25 -2.59 -1.03
H -1.67 -0.36 -1.06
H 1.22 0.02 -0.59
H 0.10 1.28 -1.14
H -1.00 1.22 1.15
H 0.26 0.11 1.69
H 1.74 1.81 1.20

As for the multiplicity: 1. The molar mass is 89.09 g/mol. As for the gap between HOMO and LUMO: 0.3924 Eh. As for the energy relative to the best compared isomer or geometry (same formula, charge and spin): 22.86 kcal per mole. The SMILES is O=CNCCO. Its total energy is -8809.5376 eV.